[1]
Molecular formula: C5H10O2
Method: DFT, ωB97M-V/def2-TZVPD

Values from the calculation:
Electronic energy: -9436.894 eV
HOMO-LUMO gap: 8.33 eV
Energy above the lowest of the compared OMol25 structures with the same formula, charge and spin: 141.8 kcal/mol
HOMO energy: -0.3049 Ha

Structure (ORCA input):
```
! wB97M-V def2-TZVPD RIJCOSX def2/J DEFGRID3
* xyz 0 1
O -1.12574 0.84781 0.61001
O -0.51075 0.07055 -1.47591
C -1.86958 -0.87107 -0.32491
C 1.11720 -0.17218 0.34592
C 1.30820 1.24380 0.83463
C 0.77444 -0.44359 -1.11239
C 0.06094 0.49314 1.21055
H 0.75314 -1.52509 -1.29460
H 1.74347 -0.93351 0.80724
H -0.75053 0.77719 -0.72638
H -1.75317 -1.57810 -1.14045
H -1.63051 -1.29180 0.64517
H 2.07252 1.42733 1.58492
H 1.51975 -0.01448 -1.79775
H 1.18341 2.04779 0.11089
H -0.02075 0.15321 2.24709
H -2.79106 -0.30300 -0.36277
*
```

***

[2]
Molecular formula: C5H10O2
Method: DFT, ωB97M-V/def2-TZVPD

Values from the calculation:
Electronic energy: -9441.864 eV
HOMO-LUMO gap: 11.00 eV
Energy above the lowest of the compared OMol25 structures with the same formula, charge and spin: 27.2 kcal/mol
HOMO energy: -0.3680 Ha

Structure (ORCA input):
```
! wB97M-V def2-TZVPD RIJCOSX def2/J DEFGRID3
* xyz 0 1
O 1.44286 2.08291 0.29656
O -0.41971 0.69288 -1.38203
C -0.75999 -0.39155 -0.53421
C 0.13008 -0.43515 0.71226
C -2.24129 -0.36897 -0.17484
C 1.61329 -0.32466 0.37339
C 2.05574 1.07569 0.01984
H -0.14427 0.38594 1.38775
H -0.06087 -1.37006 1.25224
H 3.03299 1.14733 -0.50084
H -0.37239 1.49012 -0.83340
H -2.84512 -0.31637 -1.08534
H -2.47406 0.50782 0.44238
H -0.55360 -1.28426 -1.14008
H 1.89281 -0.99552 -0.44942
H 2.23377 -0.63102 1.22944
H -2.53024 -1.26513 0.38631
*
```